(1)
{
  "formula": "C35H38N3O4ReS2Te",
  "method": "wB97M-V/def2-TZVPD",
  "homo_energy_ha": [-0.47061, -0.47257],
  "e_lumo_ev": [-6.1, -6.5],
  "largest_force_ha_per_bohr": 0.0387,
  "de_lowest_kj_mol": 21.1,
  "s2": 2.01,
  "e_tot_ev": -80649.5228,
  "spin_multiplicity": 3,
  "charge": 2,
  "elements": ["Re", "O", "C", "C", "C", "C", "C", "C", "C", "O", "N", "N", "C", "S", "C", "C", "S", "H", "H", "H", "H", "H", "H", "H", "H", "H", "C", "C", "C", "C", "C", "C", "Te", "N", "C", "O", "C", "C", "C", "C", "C", "C", "C", "C", "C", "C", "C", "C", "C", "C", "C", "C", "H", "H", "H", "H", "H", "H", "H", "H", "H", "H", "H", "H", "H", "H", "H", "H", "H", "H", "H", "H", "H", "H", "H", "C", "C", "O", "H", "H", "H", "H", "H", "H"],
  "positions_angstrom": [[1.0211, 1.3025, -0.5537], [-0.0662, -1.2365, -4.1166], [-1.3503, -0.8747, -4.0567], [-2.2408, -1.6294, -4.8198], [-3.5912, -1.3629, -4.7785], [-4.1213, -0.3608, -3.9460], [-3.2624, 0.4281, -3.2332], [-1.8841, 0.1280, -3.2191], [-1.1115, 0.9526, -2.2974], [0.2031, 0.6323, -2.1539], [-1.6176, 1.8859, -1.6009], [-0.6426, 2.4804, -0.7856], [-0.9856, 3.7430, -0.4587], [-2.4740, 4.4574, -0.9113], [-2.2499, 5.9242, 0.1059], [-0.7657, 6.2825, 0.2013], [0.1249, 4.7241, 0.4357], [0.3898, -0.7436, -3.4047], [-1.8355, -2.4049, -5.4577], [-4.3133, -1.9911, -5.3028], [-5.1823, -0.2089, -3.8607], [-3.5932, 1.2043, -2.5521], [-2.6033, 5.6462, 1.0911], [-2.8448, 6.7051, -0.3314], [-0.5807, 6.9663, 1.0378], [-0.4041, 6.7259, -0.7344], [-5.2089, -2.8291, 3.2091], [-3.7485, -2.6233, 2.8771], [-2.6968, -3.1208, 3.6520], [-1.3689, -2.8491, 3.3249], [-0.2868, -3.3011, 4.2412], [-1.1474, -2.1533, 2.1312], [0.8400, -1.6415, 1.9021], [0.9237, 0.2587, 1.1627], [0.9907, 1.0346, 2.3703], [0.5705, 0.6046, 3.4211], [1.7075, 2.3709, 2.1688], [2.5943, 2.4166, 1.0952], [3.2990, 3.5785, 0.8327], [3.1937, 4.6468, 1.7062], [2.3896, 4.5582, 2.8367], [1.6060, 3.4170, 3.0516], [1.8400, -2.6300, 0.2798], [3.2155, -2.6177, 0.5612], [4.1103, -3.2818, -0.2659], [3.6161, -4.0050, -1.3452], [2.2531, -4.0034, -1.6257], [1.3116, -3.3493, -0.8026], [-0.1576, -3.4609, -1.1035], [-2.1407, -1.7215, 1.2960], [-1.8800, -1.0312, -0.0207], [-3.4342, -1.9178, 1.7025], [-5.5349, -2.0393, 3.8457], [-5.3685, -3.7552, 3.7830], [-5.8561, -2.8426, 2.3187], [-2.8904, -3.6792, 4.5503], [-0.7036, -3.9667, 5.0064], [0.1730, -2.4529, 4.8224], [0.5389, -3.8276, 3.7424], [2.9217, 1.4486, 0.7126], [3.9417, 3.6939, -0.0046], [3.6969, 5.5761, 1.5250], [2.3849, 5.3754, 3.5412], [0.9433, 3.3372, 3.9030], [3.5814, -2.0621, 1.4371], [5.1503, -3.3032, 0.0102], [4.2761, -4.6276, -1.9434], [1.9043, -4.5643, -2.4438], [-0.3158, -4.4013, -1.6354], [-0.4834, -2.6492, -1.7633], [-0.7865, -3.4971, -0.2299], [-0.7829, -0.9427, -0.2130], [-2.2987, -0.0196, -0.0856], [-2.3553, -1.5959, -0.8205], [-4.2018, -1.5472, 1.0647], [4.2611, 1.5732, -2.1483], [4.0848, 0.3554, -1.1878], [2.7025, 0.0286, -0.9724], [5.3047, 1.8650, -2.0943], [3.6487, 2.4033, -1.7948], [3.9710, 1.2476, -3.1419], [4.5680, 0.5816, -0.2163], [4.5709, -0.5189, -1.6010], [2.5434, -0.9178, -0.9214]],
  "forces_ev_per_angstrom": [[0.36, 0.24, 0.40], [0.93, 0.35, 0.74], [-1.27, 0.03, 0.45], [-0.15, 0.19, -0.39], [-0.74, -0.23, 0.48], [0.22, 0.02, -0.40], [0.34, -0.70, 0.37], [-0.05, 0.67, -0.21], [0.44, -0.78, -0.74], [-0.14, -0.34, -0.19], [-0.31, 0.73, 0.33], [-0.32, 1.29, 0.29], [0.74, -1.07, -0.10], [0.12, -0.48, -0.47], [0.71, -0.27, 0.48], [-0.48, 0.11, -0.67], [-0.14, -0.25, 0.03], [0.10, -0.15, -0.51], [-0.04, -0.01, 0.06], [0.43, 0.13, -0.11], [-0.22, 0.02, -0.19], [-0.17, -0.08, -0.24], [-0.31, 0.24, 0.22], [-0.24, 0.41, -0.04], [0.07, -0.29, -0.17], [-0.07, 0.03, 0.26], [0.36, -0.99, -0.10], [-0.21, 0.07, -0.82], [0.02, 0.51, -0.30], [-0.81, -0.02, -0.12], [0.80, 0.31, 1.15], [1.01, -0.34, 0.36], [0.89, -0.04, -0.34], [-0.07, 0.70, 1.86], [0.20, 0.31, -1.29], [0.09, 0.13, -0.02], [-0.49, -1.53, 0.20], [0.18, -0.20, -0.02], [-0.06, 0.57, 0.44], [-0.48, -0.01, 0.20], [-0.24, -0.66, 0.02], [0.13, 0.74, 0.44], [-0.41, -0.04, 0.26], [0.06, 0.32, 0.05], [-0.33, -0.10, 0.38], [-0.23, -0.02, -0.05], [0.19, 0.68, 1.27], [0.47, 0.11, -0.01], [0.39, -0.36, -0.73], [-0.23, 0.96, -0.88], [0.54, 0.21, 0.13], [-0.17, -0.69, 0.81], [-0.34, 0.77, 0.49], [0.10, 0.24, -0.31], [0.39, 0.00, 0.29], [-0.17, -0.17, 0.19], [0.17, 0.03, -0.28], [-0.43, -0.59, -0.61], [-0.25, -0.02, 0.10], [0.09, 0.33, -0.20], [0.52, -0.22, -0.58], [0.42, 0.15, -0.15], [-0.16, 0.06, 0.09], [0.01, 0.03, 0.03], [-0.05, -0.34, -0.37], [0.23, 0.00, -0.12], [-0.04, 0.26, 0.00], [-0.46, -0.63, -0.93], [-0.09, 0.12, -0.07], [0.02, -0.17, 0.10], [-0.08, 0.14, 0.40], [-0.95, -0.18, -0.11], [0.01, -0.20, 0.34], [0.16, -0.05, -0.15], [-0.70, 0.14, -0.28], [-0.54, -1.46, 1.12], [1.07, 1.10, -0.10], [-0.30, 0.51, -0.45], [0.10, 0.07, -0.25], [-0.05, 0.08, -0.20], [0.05, 0.35, -0.21], [-0.31, -0.19, -0.34], [0.06, -0.17, -0.08], [0.11, -0.43, 0.03]],
  "mulliken_charge": [1.133, -0.731, 0.911, -0.649, -0.342, -0.838, -0.800, 0.226, 0.385, -0.456, -0.497, 0.375, 0.112, 0.058, -0.668, -0.614, 0.204, 0.355, 0.476, 0.391, 0.438, 0.461, 0.321, 0.459, 0.404, 0.328, -1.502, 0.212, -1.018, 0.465, -1.823, 0.832, 0.664, -0.349, 0.349, -0.609, 0.351, 0.384, -0.453, -0.816, -0.751, -0.454, -0.155, -0.471, -0.672, -0.800, -0.838, 1.696, -1.044, -0.121, -0.702, -0.854, 0.323, 0.394, 0.369, 0.466, 0.445, 0.363, 0.350, 0.282, 0.433, 0.471, 0.451, 0.547, 0.375, 0.519, 0.467, 0.585, 0.626, 0.012, 0.140, -0.907, 0.943, 0.795, 0.616, -1.158, -0.320, -0.381, 0.428, 0.138, 0.366, 0.414, 0.498, -0.012]
}

---

(2)
{
  "formula": "C35H38N7OPTeTi",
  "method": "wB97M-V/def2-TZVPD",
  "homo_energy_ha": [-0.58852, -0.59196],
  "e_lumo_ev": [-8.8, -10.6],
  "largest_force_ha_per_bohr": 0.0182,
  "de_lowest_kj_mol": 4.7,
  "s2": 0.77,
  "e_tot_ev": -89065.2446,
  "spin_multiplicity": 2,
  "charge": 3,
  "elements": ["Ti", "C", "N", "C", "C", "N", "C", "P", "C", "N", "C", "C", "N", "C", "C", "N", "C", "C", "N", "C", "H", "H", "H", "H", "H", "H", "H", "H", "H", "H", "H", "H", "H", "H", "H", "C", "C", "C", "C", "C", "C", "Te", "N", "C", "O", "C", "C", "C", "C", "C", "C", "C", "C", "C", "C", "C", "C", "C", "C", "C", "C", "H", "H", "H", "H", "H", "H", "H", "H", "H", "H", "H", "H", "H", "H", "H", "H", "H", "H", "H", "H", "H", "H", "H"],
  "positions_angstrom": [[-1.1033, 0.4863, 1.1639], [-5.9521, -1.8986, -0.2268], [-4.6698, -1.2225, -0.4415], [-4.2993, -0.5935, -1.5966], [-3.0578, -0.0744, -1.3782], [-2.6585, -0.4024, -0.1127], [-3.6594, -1.0888, 0.4426], [-3.7489, -1.6820, 2.1676], [-2.0285, -2.2918, 2.2586], [-0.9669, -1.5769, 1.8857], [0.1420, -2.3352, 2.1721], [-0.2662, -3.5154, 2.7181], [-1.6337, -3.4723, 2.7681], [-2.4967, -4.5318, 3.2990], [-3.4078, -0.0903, 3.0189], [-2.3846, 0.7402, 2.7784], [-2.4967, 1.7972, 3.6445], [-3.5957, 1.5945, 4.4212], [-4.1573, 0.4142, 4.0153], [-5.3491, -0.1944, 4.6149], [-6.4985, -1.9020, -1.1650], [-6.5419, -1.3690, 0.5182], [-5.7916, -2.9265, 0.0891], [-4.9407, -0.5587, -2.4603], [-2.4539, 0.5297, -2.0334], [1.1462, -1.9917, 1.9880], [0.2938, -4.3625, 3.0749], [-1.8710, -5.3644, 3.6054], [-3.1880, -4.8748, 2.5329], [-3.0491, -4.1718, 4.1639], [-1.7931, 2.6121, 3.6562], [-4.0147, 2.1846, 5.2180], [-5.7936, 0.5228, 5.2979], [-5.0796, -1.0901, 5.1700], [-6.0764, -0.4390, 3.8449], [3.2628, -3.4134, -6.1186], [2.7826, -2.5156, -5.0333], [1.5991, -2.7823, -4.3398], [1.1498, -1.9637, -3.3259], [-0.1762, -2.2941, -2.6956], [1.9591, -0.8485, -2.9601], [1.4190, 0.2239, -1.2852], [-1.6198, 2.0651, 0.3001], [-0.5623, 2.5725, 0.8576], [0.2265, 1.6234, 1.5653], [-0.1012, 3.9378, 0.8807], [1.0509, 4.2938, 1.5931], [1.4474, 5.6163, 1.6167], [0.7040, 6.5754, 0.9336], [-0.4398, 6.2216, 0.2238], [-0.8486, 4.9039, 0.1938], [3.2220, 0.9190, -0.4840], [3.3219, 2.3016, -0.3426], [4.4762, 2.8465, 0.1939], [5.5055, 2.0035, 0.5869], [5.3772, 0.6263, 0.4559], [4.2345, 0.0428, -0.0831], [4.1430, -1.4537, -0.2102], [3.1279, -0.5014, -3.7027], [3.9319, 0.7493, -3.4781], [3.5077, -1.3534, -4.7111], [2.5833, -4.2425, -6.2972], [4.2474, -3.8132, -5.8636], [3.3882, -2.8523, -7.0472], [1.0119, -3.6512, -4.6111], [-0.2089, -3.3438, -2.4028], [-0.9728, -2.1344, -3.4238], [-0.4085, -1.7003, -1.8121], [1.6111, 3.5360, 2.1246], [2.3286, 5.9084, 2.1709], [1.0191, 7.6102, 0.9571], [-1.0085, 6.9779, -0.2989], [-1.7366, 4.6032, -0.3463], [2.5159, 2.9531, -0.6629], [4.5730, 3.9184, 0.2978], [6.4128, 2.4182, 1.0048], [6.1856, -0.0174, 0.7793], [4.9245, -1.9312, 0.3766], [4.2639, -1.7772, -1.2461], [3.1799, -1.8298, 0.1470], [3.3087, 1.5906, -3.1725], [4.4309, 1.0251, -4.4042], [4.7034, 0.6049, -2.7207], [4.3884, -1.1105, -5.2936]],
  "forces_ev_per_angstrom": [[-0.82, 0.43, 0.10], [-0.07, -0.03, 0.03], [0.04, -0.01, 0.02], [0.06, 0.04, -0.02], [-0.02, -0.02, -0.06], [0.09, 0.06, 0.15], [-0.12, -0.09, 0.00], [0.13, -0.02, 0.01], [-0.02, 0.04, 0.01], [0.15, -0.10, -0.17], [-0.03, -0.06, 0.02], [0.00, 0.04, -0.01], [0.03, 0.04, -0.03], [-0.05, -0.07, 0.04], [-0.07, 0.00, 0.02], [0.01, -0.07, -0.13], [-0.03, -0.02, 0.04], [0.05, 0.04, -0.02], [0.04, -0.05, -0.01], [-0.09, -0.04, 0.03], [0.02, 0.01, -0.01], [0.02, 0.01, -0.01], [0.02, 0.01, 0.00], [-0.01, -0.01, 0.01], [0.00, 0.00, 0.01], [0.00, 0.01, -0.01], [-0.02, -0.01, 0.00], [0.02, 0.02, -0.01], [0.01, 0.02, -0.01], [0.02, 0.02, -0.01], [-0.01, 0.00, 0.00], [-0.01, -0.01, 0.00], [0.02, 0.02, -0.01], [0.03, 0.01, -0.01], [0.02, 0.01, -0.02], [-0.01, -0.01, -0.02], [0.04, 0.04, -0.02], [-0.05, 0.05, 0.08], [0.00, -0.03, -0.06], [0.04, 0.02, 0.03], [-0.08, 0.11, 0.26], [0.06, -0.18, -0.16], [0.15, -0.29, -0.07], [-0.02, -0.03, -0.08], [0.47, 0.03, 0.17], [0.02, 0.05, 0.00], [-0.02, -0.04, 0.03], [0.01, 0.00, 0.00], [0.01, -0.02, 0.00], [-0.01, 0.02, -0.02], [0.01, -0.04, 0.00], [-0.06, 0.11, 0.06], [-0.02, -0.02, -0.02], [-0.02, -0.01, -0.01], [-0.02, -0.06, 0.00], [0.06, 0.06, 0.01], [-0.06, -0.02, 0.04], [-0.02, 0.06, 0.00], [0.08, -0.05, -0.05], [-0.05, 0.02, -0.03], [-0.02, -0.01, 0.02], [0.00, 0.00, 0.00], [0.00, 0.00, 0.00], [0.00, 0.01, 0.00], [0.01, -0.01, -0.01], [0.02, 0.00, 0.00], [-0.01, 0.01, 0.00], [-0.02, -0.01, 0.01], [0.02, 0.02, -0.01], [0.00, 0.01, 0.00], [0.00, 0.01, 0.00], [0.00, 0.00, 0.00], [0.00, 0.01, 0.00], [0.03, 0.00, 0.01], [-0.01, 0.01, -0.01], [0.01, -0.01, 0.00], [0.00, 0.01, 0.01], [-0.01, -0.01, -0.01], [-0.02, -0.01, -0.02], [0.01, -0.02, -0.04], [0.06, -0.03, -0.04], [0.01, 0.01, -0.01], [-0.01, 0.01, 0.00], [0.00, -0.01, -0.01]],
  "mulliken_charge": [0.297, -0.790, 0.141, -0.520, -0.923, 1.140, -0.169, -0.325, -0.259, 0.652, -0.807, -0.483, 0.151, -0.796, -0.295, 0.733, -0.547, -0.585, 0.196, -0.751, 0.326, 0.319, 0.353, 0.494, 0.564, 0.561, 0.461, 0.333, 0.341, 0.329, 0.536, 0.449, 0.323, 0.336, 0.314, -1.501, 0.675, -1.058, 0.362, -0.999, 0.817, 0.808, -0.446, 0.660, -0.533, 0.468, -0.346, -0.875, -0.430, -0.728, -0.348, 0.579, -0.671, -0.791, -0.809, -0.706, 0.654, -1.199, 0.676, -1.761, -0.694, 0.374, 0.370, 0.390, 0.425, 0.447, 0.417, -0.437, 0.617, 0.492, 0.448, 0.465, 0.512, 0.652, 0.499, 0.445, 0.461, 0.463, 0.271, 0.087, 0.311, 0.571, 0.279, 0.539]
}